Computed, not measured: a cluster of 4 separate species, C4H14O2S2 in total, with wB97M-V/def2-TZVPD.

Values from the calculation:
**Relative energy (zero: lowest compared OMol25 entry of this formula, charge and spin)**: 126.91 kcal/mol
**M**: 158.3 g mol⁻¹
**Highest occupied orbital energy**: -8.420 eV

```
! wB97M-V def2-TZVPD RIJCOSX def2/J DEFGRID3
* xyz 0 1
C -1.4850 0.6792 1.6055
C -1.4289 -0.7385 2.0028
C -1.4985 0.7769 0.0768
S -2.4164 -0.4370 -0.8005
S 1.7546 -0.0190 0.9083
C 3.3237 0.4301 0.1032
H -2.1789 1.4477 1.9818
H -0.4580 0.9149 1.8912
H -0.7495 -1.3269 1.3319
H -1.2562 -0.9554 3.0508
H -2.3709 -1.4706 1.8555
H -1.7491 1.7514 -0.4063
H -0.4211 0.6628 -0.1649
H 3.8512 1.1295 0.6701
H 3.8097 -0.5240 0.0062
H 3.1939 0.7197 -0.9500
H -0.9142 -1.5182 -1.5874
H 0.3322 -1.2408 -0.7418
O -0.0060 -1.6914 -1.5793
H 0.4108 -0.2083 -2.6892
H -0.3043 0.9165 -3.4835
O 0.5610 0.7012 -3.0812
*
```



Computed, not measured: a cluster of 4 separate species, C4H14O3 in total, with wB97M-V/def2-TZVPD.

Values from the calculation:
**Relative energy (zero: lowest compared OMol25 entry of this formula, charge and spin)**: 35.08 kcal/mol
**M**: 110.2 g mol⁻¹
**Highest occupied orbital energy**: -9.312 eV
**Structure (SMILES)**: C/C=C/C.O.O.O

```
! wB97M-V def2-TZVPD RIJCOSX def2/J DEFGRID3
* xyz 0 1
C 0.0535 1.2487 2.2453
C -0.2782 -0.1555 1.9357
C -1.4688 -0.7151 1.7365
C -1.7241 -2.1828 1.5743
H 0.7765 1.7136 1.5659
H 0.5917 1.4368 3.1891
H -0.8248 1.8857 2.3635
H 0.5581 -0.8593 1.9782
H -2.2842 0.0125 1.7009
H -2.5954 -2.5392 2.1112
H -1.6681 -2.3907 0.5112
H -0.9079 -2.7031 2.0836
O 1.4635 0.4466 -3.1136
H 0.7478 0.6772 -2.5083
H 1.3996 -0.5180 -3.2571
O 3.8543 0.6711 -0.4717
H 3.4417 1.4780 -0.1282
H 4.5715 0.9886 -1.0248
O -2.6056 0.2362 -2.5019
H -1.6663 0.4698 -2.3954
H -2.9729 0.6954 -1.7668
*
```



Computed, not measured: a structure of composition C4H14O4, with wB97M-V/def2-TZVPD.

Values from the calculation:
**Relative energy (zero: lowest compared OMol25 entry of this formula, charge and spin)**: 221.50 kcal/mol
**M**: 126.2 g mol⁻¹
**Highest occupied orbital energy**: -7.425 eV

```
! wB97M-V def2-TZVPD RIJCOSX def2/J DEFGRID3
* xyz 0 1
C 2.2430 -0.8781 0.3294
C 1.5252 0.4029 0.0076
C 0.6694 0.2656 -1.2331
C -0.4126 1.1155 -1.2906
H 2.5798 -1.3409 -0.5863
H 2.8853 -0.8278 1.1764
H 0.8991 0.7160 0.8874
H 1.0185 -0.1553 -2.1469
H -0.9545 1.4441 -2.1680
H 2.2022 1.1933 -0.3988
H -2.2241 -0.3062 -0.5897
H -2.8819 -1.2689 -1.5431
O -2.3630 -1.2851 -0.7230
H 1.0329 -1.5502 0.9675
H -0.3939 -1.9599 0.4972
O 0.1039 -1.7895 1.3165
H -0.8605 1.3777 -0.3083
H -2.1614 2.0282 -0.1284
O -1.7658 1.1978 0.1562
H -0.0860 -0.1676 2.0897
H -0.9665 0.9764 1.6168
O -0.0891 0.8118 2.0715
*
```



Computed, not measured: a cluster of 5 separate species, C4H14O4 in total, with wB97M-V/def2-TZVPD.

Values from the calculation:
**Relative energy (zero: lowest compared OMol25 entry of this formula, charge and spin)**: 81.59 kcal/mol
**M**: 126.2 g mol⁻¹
**Highest occupied orbital energy**: -9.418 eV
**Structure (SMILES)**: C=CC=C.O.O.O.O

```
! wB97M-V def2-TZVPD RIJCOSX def2/J DEFGRID3
* xyz 0 1
C -0.1185 0.1672 -2.2061
C -1.3885 -0.0136 -1.7184
C -1.9594 -1.1356 -0.9854
C -2.5573 -1.0829 0.2569
H 0.7583 -0.4501 -1.8889
H -0.0473 1.1274 -2.6984
H -2.0722 0.8165 -2.0069
H -1.8679 -2.0260 -1.6186
H -3.0660 -1.7855 0.8693
H -2.3153 -0.1951 1.0276
O 1.2046 0.4819 2.4844
H 2.0696 0.6415 2.7620
H 1.3065 1.0226 1.7400
O -1.7639 2.8392 0.3185
H -0.9468 2.2571 0.3652
H -2.5175 2.4277 0.0353
O 2.1706 -2.0746 1.1266
H 1.6558 -2.4354 0.3960
H 1.6990 -1.8049 2.0761
O 3.1672 0.8606 -0.2113
H 3.4169 0.3578 0.5853
H 3.1723 0.0042 -0.7092
*
```



Computed, not measured: a cluster of 5 separate species, C4H14O4 in total, with wB97M-V/def2-TZVPD.

Values from the calculation:
**Relative energy (zero: lowest compared OMol25 entry of this formula, charge and spin)**: 85.99 kcal/mol
**M**: 126.2 g mol⁻¹
**Highest occupied orbital energy**: -9.061 eV
**Structure (SMILES)**: C=CC=C.O.O.O.O

```
! wB97M-V def2-TZVPD RIJCOSX def2/J DEFGRID3
* xyz 0 1
C -1.4613 -1.0081 -2.3151
C -0.1064 -0.6862 -2.4306
C 0.3682 0.3310 -1.4134
C 1.6446 0.7106 -1.2585
H -1.9849 -0.5296 -1.5139
H -2.0998 -1.8174 -2.5500
H 0.6082 -1.3339 -2.9407
H -0.3499 0.4758 -0.5828
H 1.8033 1.2307 -0.3180
H 2.5339 0.4820 -1.7811
O 0.0050 -0.2243 3.4697
H 0.7565 -0.6015 2.8708
H 0.0095 0.8054 3.3787
O 1.8325 -1.7383 0.7741
H 2.4628 -2.0181 0.0144
H 1.6463 -0.8708 0.6511
O 0.0590 2.5766 0.3606
H 0.4232 2.8937 1.1393
H -0.6228 3.0176 0.1155
O -2.8655 -0.3408 1.5844
H -2.3295 -0.1617 0.8762
H -2.3331 -1.1930 1.8691
*
```



Computed, not measured: a structure of composition C4H14O7Pd, with wB97M-V/def2-TZVPD.

Values from the calculation:
**M**: 280.6 g mol⁻¹
**Highest occupied orbital energy**: 0.841 eV

```
! wB97M-V def2-TZVPD RIJCOSX def2/J DEFGRID3
* xyz -2 1
Pd 21.4399 22.1454 6.8367
O 23.2815 17.9483 8.4304
C 24.1423 19.0140 8.9822
C 23.6227 20.1291 9.9788
O 22.6290 21.0350 9.6712
H 24.7396 19.4061 8.1591
H 24.9781 18.5166 9.4742
H 24.5324 20.6685 10.2425
H 23.1808 19.8276 10.9284
O 19.4364 19.8582 6.5945
C 18.1238 20.4058 6.3528
C 17.5697 21.3937 7.4696
O 18.5125 22.2318 8.0566
H 17.4414 19.5560 6.3692
H 18.0890 20.7802 5.3297
H 17.1913 20.7517 8.2651
H 16.7543 21.9990 7.0738
O 23.4976 21.0123 4.9330
H 24.4251 20.9774 5.1670
H 23.4706 20.7359 4.0170
O 20.4014 23.6178 4.3350
H 19.5372 23.6039 3.9237
H 21.0048 23.8156 3.6188
O 23.4343 24.4268 6.9374
H 24.3820 24.3906 7.0673
H 23.1756 25.2770 7.2932
*
```



Computed, not measured: a structure of composition C4H15BrNO5, with wB97M-V/def2-TZVPD.

Values from the calculation:
**M**: 237.1 g mol⁻¹
**Highest occupied orbital energy**: -5.145 eV

```
! wB97M-V def2-TZVPD RIJCOSX def2/J DEFGRID3
* xyz -1 1
Br -9.2691 8.4888 -9.9131
C -7.3814 11.3988 -10.7351
O -8.4942 11.2363 -9.9519
H -6.7385 10.5246 -10.8371
H -7.5113 11.8190 -11.7324
H -6.7160 12.0873 -10.2143
H -9.0556 10.5816 -10.3735
C -10.1283 6.4134 -7.1872
O -9.8534 5.9363 -8.5219
H -10.9998 7.0558 -7.3134
H -10.3343 5.6541 -6.4327
H -9.3282 7.0248 -6.7701
H -9.5310 6.7299 -8.9553
C -11.6476 9.2001 -11.9700
O -11.5996 9.3809 -10.5158
H -11.0382 8.3937 -12.3779
H -12.6152 8.9100 -12.3794
H -11.4171 10.0802 -12.5704
H -10.8226 8.8744 -10.2686
C -8.7926 7.6582 -12.7119
N -8.8246 9.0722 -13.2156
O -7.8738 9.8746 -13.1162
O -9.8795 9.4345 -13.7381
H -7.7358 7.4178 -12.5946
H -9.0963 7.0392 -13.5561
H -9.4392 7.6313 -11.8348
*
```



Computed, not measured: a cluster of 2 separate species, C4H15N2O in total, with wB97M-V/def2-TZVPD.

Values from the calculation:
**Relative energy (zero: lowest compared OMol25 entry of this formula, charge and spin)**: 74.62 kcal/mol
**⟨S²⟩**: 0.751
**M**: 107.2 g mol⁻¹
**Highest occupied orbital energy (spin up / spin down)**: -2.701 / -9.439 eV

```
! wB97M-V def2-TZVPD RIJCOSX def2/J DEFGRID3
* xyz 0 2
C 1.6048 0.2420 -0.3744
N 0.9640 -0.1094 -1.6341
C 0.5078 0.7595 -2.7327
C 0.5629 0.4260 0.8837
N -0.3497 -0.6479 0.8148
C -0.2518 -1.5052 2.0253
H 2.3526 -0.4310 -0.0928
H 1.9800 1.2825 -0.4254
H 1.2199 -0.9816 -1.9413
H 1.3597 1.0329 -3.3010
H -0.1438 0.1986 -3.4078
H -0.0256 1.6616 -2.4128
H 1.0739 0.6576 1.8560
H 0.0717 1.4041 0.6810
H -0.2068 -1.1301 -0.1318
H -1.3912 -0.2530 0.5505
H 0.8156 -1.7722 2.3258
H -0.5521 -1.0479 2.9173
H -0.6837 -2.5660 1.9663
H -3.0609 0.8398 1.6413
H -3.1558 1.2559 0.0818
O -2.6915 0.6839 0.7105
*
```